DFT (ωB97M-V/def2-TZVPD) results for a molecular structure, C28H50N3O2OsP2 in a non-equilibrium geometry.

Values from the calculation:
**HOMO energy (spin up / spin down)**: -13.14 / -17.29 eV
**Gap between HOMO and LUMO (spin up / spin down)**: 5.018 / 5.026 eV
**<S²>**: 6.0796

```
! RIJCOSX wB97M-V def2-TZVPD def2/J DEFGRID3
* xyz 3 5
Os -0.262 0.094 0.161
P 1.214 -0.585 1.929
P -0.711 0.519 -2.069
O -0.738 2.929 1.154
O -1.852 -0.915 1.330
N -5.147 -1.631 2.011
N 1.784 0.518 -0.600
N -3.818 -1.681 2.285
C -0.533 1.838 0.776
C -0.396 0.524 3.917
C 1.054 0.465 3.451
C -3.085 -3.058 4.159
C -6.150 -2.112 2.933
C -2.777 -3.174 5.502
C 1.339 -2.379 2.362
C 0.881 0.957 -2.903
C -1.121 -0.630 -4.733
C 2.954 -0.186 1.436
C -1.972 2.470 -3.845
C 2.602 -2.828 3.100
C -1.665 2.113 -2.382
C -2.745 -1.234 -2.913
C 1.971 0.073 4.608
C -3.161 -0.790 5.820
C -4.100 -0.717 0.307
C -3.422 -1.795 3.663
C -3.447 -0.662 4.472
C -2.958 2.195 -1.571
C -5.344 -1.075 0.808
C -6.701 -0.879 0.256
C -3.116 -1.046 1.282
C -2.802 -2.042 6.331
C 0.085 -2.831 3.098
C 3.014 0.750 0.243
C 1.947 1.214 -1.875
C -1.310 -0.821 -3.225
H 0.063 -3.928 3.160
H 3.025 -0.020 4.327
H -3.461 -0.407 -3.040
H -5.704 -2.717 3.720
H 1.867 -0.435 -0.772
H -2.766 1.838 -4.264
H -0.756 -1.144 -0.876
H -3.710 0.297 4.024
H -3.187 0.091 6.475
H -2.563 -2.140 7.388
H 3.528 -2.562 2.583
H -0.821 -2.510 2.566
H -1.101 2.426 -4.504
H -3.331 3.230 -1.609
H 1.204 0.177 -3.619
H 3.902 0.554 -0.396
H 2.946 1.039 -2.323
H -0.091 -0.396 -5.016
H -2.833 -1.614 -1.886
H -6.693 -1.281 3.389
H -2.496 -4.153 5.903
H -2.353 3.503 -3.869
H -2.807 1.934 -0.514
H 1.351 1.464 3.088
H -1.782 0.147 -5.133
H 2.645 -2.444 4.125
H -6.610 -0.405 -0.730
H -7.324 -0.230 0.900
H -3.745 1.549 -1.975
H -0.777 -0.476 4.157
H 0.775 1.857 -3.542
H 0.031 -2.440 4.125
H 3.528 -1.104 1.216
H -1.387 -1.571 -5.235
H 1.905 0.876 5.352
H 2.975 1.807 0.468
H -3.053 -2.058 -3.573
H 1.343 -2.874 1.374
H 2.581 -3.922 3.172
H -1.056 0.963 3.158
H -0.457 1.140 4.824
H -7.217 -1.843 0.115
H 1.640 -0.849 5.102
H -3.092 -3.901 3.465
H 3.505 0.329 2.241
H 1.941 2.263 -1.587
H -0.655 -1.663 -2.946
H -3.880 -0.202 -0.611
H -0.973 2.885 -1.998
H -6.889 -2.722 2.404
*
```